[1]
{"formula": "C18H54N9O3P3Rb", "method": "ωB97M-V/def2-TZVPD", "spin_multiplicity": 1, "mol_weight_da": 623.1, "total_energy_ha": -2484.8351, "lumo_energy_ha": -0.0753, "charge": 1, "e_homo_ha": -0.378, "species": ["Rb", "O", "P", "N", "C", "C", "N", "C", "C", "N", "C", "C", "H", "H", "H", "H", "H", "H", "H", "H", "H", "H", "H", "H", "H", "H", "H", "H", "H", "H", "O", "P", "N", "C", "C", "N", "C", "C", "N", "C", "C", "H", "H", "H", "H", "H", "H", "H", "H", "H", "H", "H", "H", "H", "H", "H", "H", "H", "H", "O", "P", "N", "C", "C", "N", "C", "C", "N", "C", "C", "H", "H", "H", "H", "H", "H", "H", "H", "H", "H", "H", "H", "H", "H", "H", "H", "H", "H"], "positions_angstrom": [[-0.02, 0.29, -0.83], [2.66, -0.48, -0.47], [4.13, -0.20, -0.25], [4.83, -0.56, 1.33], [6.26, -0.30, 1.73], [4.06, -1.22, 2.36], [4.60, 1.42, -0.44], [4.30, 2.43, 0.61], [4.53, 1.96, -1.74], [5.22, -1.15, -1.21], [4.96, -2.54, -1.44], [6.64, -0.85, -1.39], [6.67, 0.66, 1.41], [6.98, -0.96, 1.24], [6.37, -0.40, 2.81], [3.55, -0.54, 3.04], [4.71, -1.92, 2.88], [3.25, -1.78, 1.88], [4.51, 2.07, 1.61], [4.68, 3.44, 0.42], [3.21, 2.52, 0.71], [3.52, 2.24, -2.02], [5.23, 2.79, -1.84], [4.74, 1.25, -2.54], [5.01, -3.09, -0.50], [3.94, -2.62, -1.84], [5.58, -3.10, -2.14], [6.92, -1.27, -2.36], [7.22, -1.46, -0.70], [6.73, 0.22, -1.25], [-1.48, 0.95, 1.31], [-1.70, 1.24, 2.77], [-2.12, 2.89, 2.98], [-1.27, 3.91, 2.40], [-2.89, 3.40, 4.12], [-0.26, 1.06, 3.73], [0.92, 0.81, 2.96], [-0.18, 1.40, 5.17], [-2.95, 0.44, 3.57], [-2.73, -1.00, 3.75], [-4.45, 0.71, 3.40], [-1.26, 4.86, 2.91], [-1.57, 4.19, 1.38], [-0.23, 3.61, 2.30], [-2.38, 3.32, 5.08], [-3.86, 2.92, 4.22], [-3.01, 4.49, 4.08], [1.20, 1.63, 2.30], [1.81, 0.76, 3.60], [0.86, -0.13, 2.40], [0.19, 2.43, 5.25], [-1.17, 1.50, 5.62], [0.42, 0.62, 5.65], [-3.59, -1.51, 4.18], [-2.75, -1.46, 2.75], [-1.80, -1.24, 4.27], [-4.97, -0.22, 3.13], [-4.62, 1.51, 2.69], [-4.97, 0.96, 4.33], [-1.22, -1.61, -2.54], [-2.58, -1.50, -3.16], [-3.60, -0.55, -2.21], [-3.43, 0.81, -2.28], [-3.88, -1.15, -0.83], [-3.40, -2.99, -3.43], [-4.80, -3.09, -3.91], [-2.65, -4.22, -3.50], [-2.69, -0.75, -4.66], [-1.45, -0.53, -5.39], [-3.91, -0.22, -5.27], [-2.49, 1.05, -1.77], [-4.26, 1.34, -1.81], [-3.22, 1.18, -3.28], [-3.00, -1.00, -0.21], [-3.97, -2.23, -0.91], [-4.76, -0.62, -0.46], [-5.44, -2.51, -3.24], [-4.80, -2.78, -4.95], [-5.20, -4.10, -4.00], [-3.11, -4.97, -2.85], [-2.71, -4.63, -4.50], [-1.63, -4.00, -3.17], [-0.80, -1.40, -5.27], [-1.71, -0.52, -6.45], [-0.91, 0.35, -5.04], [-3.90, 0.86, -5.39], [-4.74, -0.47, -4.61], [-3.95, -0.67, -6.27]]}


[2]
{"formula": "C38H43N5O2PtSi", "method": "ωB97M-V/def2-TZVPD", "spin_multiplicity": 1, "mol_weight_da": 825.0, "total_energy_ha": -2306.4344, "lumo_energy_ha": -0.2540, "charge": 2, "e_homo_ha": -0.491, "species": ["Pt", "C", "C", "N", "N", "C", "O", "C", "C", "C", "C", "C", "C", "C", "C", "C", "C", "C", "N", "H", "H", "H", "H", "H", "H", "H", "H", "H", "H", "H", "H", "C", "N", "C", "C", "C", "N", "C", "C", "H", "H", "H", "H", "H", "H", "H", "H", "H", "H", "H", "H", "H", "H", "H", "H", "O", "Si", "C", "C", "C", "C", "C", "C", "C", "C", "C", "C", "C", "C", "C", "C", "C", "C", "C", "C", "H", "H", "H", "H", "H", "H", "H", "H", "H", "H", "H", "H", "H", "H", "H"], "positions_angstrom": [[-0.38, 0.04, -0.21], [0.43, 3.43, 2.29], [-0.14, 2.23, 1.63], [0.13, 1.88, 0.42], [1.31, 2.37, -0.16], [2.06, 1.32, -0.34], [1.63, 0.09, -0.11], [3.44, 1.47, -0.82], [4.25, 0.34, -0.96], [5.54, 0.47, -1.43], [6.03, 1.73, -1.77], [5.22, 2.85, -1.63], [3.93, 2.73, -1.15], [-0.85, 1.19, 2.40], [-1.31, 1.35, 3.68], [-1.78, 0.24, 4.38], [-1.76, -1.00, 3.76], [-1.29, -1.10, 2.46], [-0.84, -0.03, 1.80], [0.90, 4.08, 1.56], [1.17, 3.13, 3.04], [-0.36, 3.98, 2.81], [3.87, -0.64, -0.68], [6.18, -0.40, -1.53], [7.04, 1.83, -2.14], [5.61, 3.83, -1.90], [3.30, 3.60, -1.04], [-1.30, 2.33, 4.15], [-2.14, 0.34, 5.39], [-2.09, -1.89, 4.27], [-1.25, -2.04, 1.93], [0.04, 1.63, -2.77], [-0.20, 0.24, -2.30], [0.85, -0.63, -2.91], [-1.53, -0.24, -2.80], [-2.61, 0.46, -2.03], [-2.48, 0.13, -0.57], [-3.15, 1.20, 0.20], [-3.21, -1.15, -0.31], [-0.20, 1.68, -3.83], [1.08, 1.89, -2.63], [-0.57, 2.34, -2.22], [0.80, -0.50, -4.00], [0.67, -1.66, -2.65], [1.83, -0.32, -2.56], [-1.56, -1.32, -2.65], [-1.60, -0.02, -3.87], [-3.60, 0.14, -2.37], [-2.55, 1.54, -2.14], [-4.16, 1.34, -0.19], [-2.60, 2.13, 0.11], [-3.23, 0.91, 1.25], [-4.27, -0.97, -0.50], [-3.07, -1.45, 0.72], [-2.84, -1.94, -0.96], [-0.53, -1.88, -0.60], [-0.09, -3.45, -0.28], [-1.71, -4.32, -0.55], [-2.16, -4.52, -1.86], [-3.46, -4.95, -2.12], [-4.34, -5.18, -1.07], [-3.92, -4.98, 0.24], [-2.62, -4.55, 0.49], [1.24, -4.00, -1.46], [2.42, -3.24, -1.55], [3.47, -3.64, -2.36], [3.38, -4.83, -3.08], [2.24, -5.61, -2.98], [1.18, -5.20, -2.17], [0.56, -3.59, 1.47], [1.41, -2.59, 1.96], [1.92, -2.64, 3.25], [1.59, -3.70, 4.08], [0.77, -4.71, 3.62], [0.26, -4.66, 2.32], [-1.49, -4.35, -2.70], [-3.78, -5.12, -3.14], [-5.35, -5.52, -1.27], [-4.60, -5.16, 1.06], [-2.32, -4.39, 1.52], [2.51, -2.32, -0.98], [4.37, -3.04, -2.42], [4.20, -5.14, -3.70], [2.17, -6.54, -3.53], [0.31, -5.84, -2.09], [1.69, -1.75, 1.32], [2.59, -1.86, 3.60], [1.99, -3.74, 5.09], [0.53, -5.55, 4.25], [-0.35, -5.48, 1.97]]}


[3]
{"formula": "C28H35FI2N2O5PRh", "method": "ωB97M-V/def2-TZVPD", "spin_multiplicity": 1, "mol_weight_da": 886.3, "total_energy_ha": -2720.9673, "lumo_energy_ha": -0.0097, "e_homo_ha": -0.270, "species": ["Rh", "I", "C", "C", "C", "I", "C", "O", "C", "C", "N", "C", "C", "C", "C", "C", "C", "N", "C", "H", "H", "H", "H", "H", "H", "H", "H", "H", "H", "H", "F", "C", "C", "C", "C", "C", "C", "C", "H", "H", "H", "H", "H", "H", "C", "C", "C", "C", "O", "P", "O", "O", "O", "C", "C", "C", "C", "H", "H", "H", "H", "H", "H", "H", "H", "H", "H", "H", "H", "H", "H", "H", "H", "H", "H"], "positions_angstrom": [[1.19, -0.33, -0.72], [7.50, 3.81, 1.37], [6.04, 2.47, 0.74], [6.41, 1.27, 0.14], [5.42, 0.40, -0.29], [5.99, -1.39, -1.19], [4.04, 0.67, -0.14], [3.19, -0.21, -0.59], [3.70, 1.89, 0.48], [2.27, 2.27, 0.73], [1.42, 2.09, -0.45], [0.25, 2.96, -0.36], [-0.93, 2.54, -1.20], [-2.13, 3.24, -1.10], [-3.22, 2.80, -1.83], [-3.07, 1.67, -2.62], [-1.84, 1.05, -2.66], [-0.78, 1.48, -1.98], [4.70, 2.77, 0.90], [7.45, 1.01, 0.00], [2.26, 3.32, 1.06], [1.84, 1.67, 1.53], [1.95, 2.33, -1.29], [0.50, 4.00, -0.60], [-0.07, 2.96, 0.68], [-2.20, 4.11, -0.46], [-4.17, 3.32, -1.77], [-3.90, 1.28, -3.20], [-1.69, 0.16, -3.26], [4.41, 3.70, 1.37], [0.55, -0.21, -6.22], [0.82, -0.72, -5.00], [1.98, -0.39, -4.37], [2.25, -0.95, -3.12], [1.34, -1.83, -2.51], [1.55, -2.27, -1.13], [0.13, -2.11, -3.19], [-0.12, -1.59, -4.44], [2.69, 0.28, -4.85], [3.19, -0.75, -2.63], [2.58, -2.46, -0.85], [0.88, -3.05, -0.77], [-0.59, -2.75, -2.72], [-1.02, -1.82, -4.98], [-3.62, 1.10, 2.71], [-2.14, 0.75, 2.70], [-1.29, 2.01, 2.74], [-1.78, -0.17, 3.85], [-1.93, 0.12, 1.40], [-0.78, -0.86, 0.93], [0.62, -0.33, 1.27], [-0.88, -1.01, -0.58], [-0.98, -2.20, 1.73], [-1.96, -3.26, 1.45], [-3.31, -2.67, 1.10], [-2.02, -4.06, 2.74], [-1.42, -4.10, 0.31], [-3.87, 1.64, 3.62], [-4.22, 0.19, 2.67], [-3.86, 1.72, 1.85], [-1.43, 2.52, 3.70], [-1.60, 2.69, 1.95], [-0.23, 1.77, 2.63], [-1.98, 0.35, 4.79], [-0.73, -0.45, 3.83], [-2.38, -1.08, 3.83], [-3.72, -2.08, 1.92], [-4.00, -3.48, 0.88], [-3.25, -2.03, 0.21], [-2.39, -3.45, 3.56], [-1.03, -4.43, 3.00], [-2.69, -4.91, 2.61], [-1.40, -3.53, -0.62], [-2.07, -4.97, 0.17], [-0.42, -4.45, 0.53]]}


[4]
{"formula": "C6H9BrClI2NNbO4P2", "method": "ωB97M-V/def2-TZVPD", "spin_multiplicity": 1, "mol_weight_da": 683.2, "total_energy_ha": -4958.8170, "lumo_energy_ha": 0.0112, "charge": -1, "e_homo_ha": -0.194, "species": ["C", "C", "I", "C", "I", "Nb", "C", "C", "O", "Cl", "N", "C", "O", "P", "O", "P", "O", "Br", "H", "H", "H", "H", "H", "H", "H", "H", "H"], "positions_angstrom": [[-1.32, 2.29, 1.56], [-2.15, 0.90, 1.76], [-4.06, 0.97, 2.91], [-1.64, -0.36, 1.16], [-2.92, -2.15, 1.50], [0.23, -0.67, -0.08], [-0.38, 0.91, -1.67], [-0.36, 0.31, -3.20], [-0.89, -0.90, -3.49], [0.41, 1.25, -4.66], [1.44, 0.72, 1.02], [2.29, 1.45, 0.22], [2.82, 2.36, -0.63], [2.33, -1.26, -1.44], [2.74, -0.18, -2.52], [1.03, -2.47, 1.62], [0.54, -1.94, 3.23], [0.07, -4.50, 1.11], [-1.99, 3.19, 1.97], [-0.38, 2.23, 2.30], [-1.04, 2.56, 0.47], [-0.66, -1.96, -1.04], [0.18, 1.93, -1.54], [-1.53, 1.15, -1.43], [3.42, -1.31, -0.46], [2.23, -2.62, -1.96], [-0.46, -1.91, 3.31]]}


[5]
{"formula": "ClHN2O2", "method": "ωB97M-V/def2-TZVPD", "spin_multiplicity": 3, "mol_weight_da": 96.5, "total_energy_ha": -720.4421, "lumo_energy_ha": [-0.0285, -0.0286], "e_homo_ha": [-0.285, -0.373], "species": ["N", "N", "O", "O", "Cl", "H"], "positions_angstrom": [[0.66, 0.08, -0.12], [1.16, -1.08, -0.04], [0.73, -2.15, -0.04], [2.92, -0.91, 0.02], [1.61, 1.57, 0.03], [-0.39, 0.40, -0.09]]}


[6]
{"formula": "C18H31F6N6O6RuS3", "method": "ωB97M-V/def2-TZVPD", "spin_multiplicity": 6, "mol_weight_da": 738.7, "total_energy_ha": -3372.9188, "lumo_energy_ha": [0.0029, -0.0098], "e_homo_ha": [-0.198, -0.313], "species": ["Ru", "C", "C", "N", "C", "C", "S", "C", "C", "N", "H", "H", "H", "H", "H", "H", "H", "H", "H", "H", "H", "H", "H", "H", "C", "O", "C", "C", "H", "H", "H", "H", "H", "H", "N", "C", "N", "O", "H", "H", "H", "H", "C", "C", "C", "C", "N", "C", "C", "H", "H", "H", "H", "H", "H", "H", "F", "C", "F", "F", "S", "O", "O", "N", "S", "O", "O", "C", "F", "F", "F"], "positions_angstrom": [[-0.39, -0.17, 0.07], [-1.63, 1.73, 2.04], [-2.82, 0.72, 1.78], [-2.59, -0.20, 0.72], [-2.84, -1.64, 1.03], [-1.97, -2.33, 2.11], [-0.17, -1.93, 1.99], [-0.07, -0.68, 3.33], [0.50, 0.70, 2.92], [-0.25, 1.19, 1.83], [-1.70, 2.20, 3.05], [-1.71, 2.59, 1.39], [-3.68, 1.32, 1.67], [-3.04, 0.14, 2.74], [-3.11, 0.08, -0.11], [-2.78, -2.27, 0.16], [-3.89, -1.78, 1.39], [-2.09, -3.39, 1.98], [-2.24, -1.96, 3.10], [0.54, -1.07, 4.17], [-1.06, -0.56, 3.74], [1.51, 0.63, 2.56], [0.54, 1.40, 3.79], [0.19, 1.94, 1.34], [1.58, -0.22, -3.75], [0.92, 0.10, -2.54], [0.72, -0.97, -1.65], [2.02, -1.79, -1.30], [1.61, 0.74, -4.31], [0.91, -0.96, -4.28], [2.59, -0.67, -3.62], [2.66, -1.13, -0.76], [2.50, -2.16, -2.17], [1.86, -2.60, -0.53], [-1.89, 3.57, -2.33], [-1.14, 2.63, -1.68], [0.17, 2.80, -1.81], [-1.71, 1.71, -1.07], [-1.47, 4.46, -2.54], [-2.91, 3.59, -2.19], [0.53, 3.49, -2.43], [0.75, 2.02, -1.49], [-4.28, -3.74, -2.33], [-2.99, -3.09, -2.32], [-1.84, -3.88, -1.88], [-0.62, -3.23, -1.86], [-0.33, -1.95, -2.41], [-1.46, -1.26, -2.73], [-2.76, -1.76, -2.71], [-4.37, -4.52, -3.10], [-4.82, -2.92, -2.69], [-4.60, -4.29, -1.41], [-1.70, -4.95, -1.71], [0.18, -3.92, -1.54], [-1.22, -0.26, -2.93], [-3.59, -1.08, -2.74], [4.68, 3.82, -0.28], [3.49, 3.23, -0.51], [3.31, 3.05, -1.83], [2.47, 3.96, -0.03], [3.35, 1.56, 0.27], [2.01, 1.18, -0.12], [4.41, 0.74, -0.27], [3.27, 1.93, 1.77], [4.58, 2.22, 2.72], [4.27, 3.34, 3.56], [5.93, 2.12, 2.17], [4.47, 0.84, 3.90], [5.41, 0.94, 4.90], [4.53, -0.34, 3.28], [3.25, 0.98, 4.52]]}


[7]
{"formula": "C15H15N5O5S2Tl", "method": "ωB97M-V/def2-TZVPD", "spin_multiplicity": 1, "mol_weight_da": 613.8, "total_energy_ha": -2199.6267, "lumo_energy_ha": 0.0811, "charge": -1, "e_homo_ha": -0.153, "species": ["Tl", "C", "C", "N", "C", "C", "S", "C", "C", "S", "C", "N", "C", "H", "H", "H", "H", "H", "H", "H", "H", "O", "C", "O", "C", "O", "O", "C", "N", "C", "C", "C", "N", "C", "O", "N", "H", "H", "H", "H", "H", "H", "H"], "positions_angstrom": [[-0.53, 1.13, -1.56], [3.60, 1.74, -2.74], [3.46, 1.65, -1.26], [2.35, 1.70, -0.62], [2.48, 1.51, 0.73], [3.77, 1.31, 1.13], [4.83, 1.35, -0.22], [1.31, 1.49, 1.60], [1.41, 1.55, 2.96], [-0.13, 1.46, 3.68], [-0.85, 1.34, 2.10], [0.01, 1.38, 1.13], [-2.32, 1.19, 1.98], [2.61, 1.86, -3.18], [4.06, 0.83, -3.13], [4.22, 2.59, -3.03], [4.14, 1.09, 2.12], [2.30, 1.65, 3.56], [-2.78, 1.05, 2.96], [-2.54, 0.34, 1.33], [-2.75, 2.08, 1.51], [-4.78, 2.59, -0.81], [-3.58, 2.39, -0.85], [-3.00, 1.27, -1.14], [-2.55, 3.57, -0.49], [-3.00, 4.53, 0.14], [-1.35, 3.38, -0.86], [1.53, -4.18, 0.04], [0.28, -3.48, -0.19], [-0.79, -4.11, -0.73], [-1.94, -3.44, -0.98], [-1.98, -2.04, -0.65], [-0.90, -1.42, -0.20], [0.25, -2.08, 0.06], [1.27, -1.57, 0.49], [-3.13, -1.37, -0.77], [1.35, -5.26, 0.05], [1.94, -3.86, 0.99], [2.25, -3.94, -0.74], [-0.69, -5.17, -0.94], [-2.79, -3.94, -1.41], [-3.88, -1.85, -1.24], [-3.16, -0.32, -0.85]]}


[8]
{"formula": "C20H32ClN2O5S", "method": "ωB97M-V/def2-TZVPD", "spin_multiplicity": 1, "mol_weight_da": 448.0, "total_energy_ha": -2124.3585, "lumo_energy_ha": -0.1646, "charge": 1, "e_homo_ha": -0.367, "species": ["C", "N", "C", "H", "H", "C", "O", "H", "C", "H", "H", "O", "C", "C", "C", "C", "C", "C", "Cl", "H", "S", "O", "O", "N", "H", "C", "H", "H", "C", "O", "C", "H", "C", "H", "H", "H", "H", "H", "H", "H", "H", "C", "C", "C", "C", "C", "C", "H", "H", "H", "H", "H", "H", "H", "H", "H", "H", "H", "H", "H", "H"], "positions_angstrom": [[-4.24, 2.76, -1.54], [-3.07, 2.44, -1.01], [-2.95, 0.97, -0.93], [-3.38, 0.40, -1.76], [-1.67, 0.63, -1.30], [-3.09, 0.33, 0.46], [-2.72, -1.01, 0.63], [-3.49, -1.61, -0.19], [-2.47, 0.96, 1.53], [-2.73, 2.15, 1.47], [-2.81, 0.55, 2.70], [-1.10, 0.92, 1.38], [-0.18, 0.09, 1.53], [-0.71, -1.08, 2.46], [0.25, -2.12, 2.64], [1.73, -1.81, 2.54], [2.18, -0.58, 1.72], [1.21, 0.29, 1.47], [1.44, 1.70, 0.59], [3.13, -0.51, 1.72], [2.79, -3.12, 2.88], [2.39, -3.96, 4.14], [4.08, -2.59, 2.99], [2.83, -4.19, 1.58], [1.60, -4.78, 1.23], [3.63, -5.27, 1.70], [4.80, -4.81, 1.81], [3.19, -5.87, 2.68], [3.92, -6.27, 0.61], [4.26, -5.50, -0.61], [3.21, -4.62, -0.95], [2.31, -5.08, -1.31], [3.14, -3.52, 0.20], [4.25, -3.08, 0.28], [2.52, -2.78, -0.12], [3.56, -4.09, -1.73], [2.75, -6.85, 0.22], [4.66, -6.89, 0.92], [-0.03, -2.95, 3.32], [-1.69, -1.34, 2.76], [-4.19, 0.68, 0.67], [-1.70, 3.09, -1.08], [-1.82, 4.49, -0.84], [-0.44, 5.26, -1.15], [-0.23, 5.07, -2.57], [-0.20, 3.91, -3.19], [-1.44, 3.19, -2.90], [-2.23, 3.74, -3.50], [-1.57, 1.97, -3.23], [0.11, 3.67, -4.04], [0.57, 3.22, -2.59], [0.68, 5.67, -2.76], [-1.15, 5.84, -3.25], [-0.59, 6.41, -0.76], [0.23, 4.93, -0.51], [-2.71, 5.19, -1.22], [-2.15, 4.52, 0.11], [-0.92, 2.60, -0.74], [-5.14, 2.20, -0.99], [-4.25, 2.66, -2.48], [-4.40, 3.77, -1.65]]}


- Which formula does entry 1 have?
  C18H54N9O3P3Rb